# 1
ORCA calculation (wB97M-V/def2-TZVPD) on C4H4F2 in the gas phase.

```
! RIJCOSX wB97M-V def2-TZVPD def2/J DEFGRID3
* xyz 0 1
C -0.19722 1.66506 -0.74877
C -0.10832 0.37054 -0.52837
C 0.15740 -0.33893 0.66727
C 0.13998 -1.67387 0.82881
H -0.12174 2.43521 0.03899
H 0.29752 0.24830 1.57736
H -0.05220 -2.31514 -0.06148
H 0.46199 -2.15605 1.84012
F -0.49318 2.12612 -1.95696
F -0.08425 -0.36126 -1.65697
*
```

Values from the calculation:
**Gap between HOMO and LUMO**: 9.80 eV
**LUMO**: 0.774 eV
**Calculated total energy**: -354.4806 Eh
**Maximum force**: 2.58 eV/A
**ΔE to the lowest compared entry with this formula, charge and spin**: 0.544 eV

# 2
ORCA calculation (wB97M-V/def2-TZVPD) on 4 unconnected molecules or ions with the total composition C3H12O5.

```
! RIJCOSX wB97M-V def2-TZVPD def2/J DEFGRID3
* xyz 0 1
O -1.21629 -0.33501 -0.66979
C -1.70727 -0.92044 0.50613
C -0.98322 -0.27245 1.63935
C 0.43697 -0.55261 1.88365
O 1.26155 -0.06599 0.81338
H -2.77193 -0.70555 0.55940
H -1.56389 0.51180 2.11492
H -1.60246 -2.01024 0.50625
H 0.77809 -0.17907 2.84717
H 0.56309 -1.64236 1.89811
H 0.85730 0.76591 0.45306
H 1.91342 -1.36020 -1.21865
H 1.71790 -0.03520 -2.07152
O 2.40054 -0.61007 -1.58350
H 0.75501 1.28402 -3.35920
H 0.09849 2.17531 -0.88488
O 0.54278 0.98571 -2.46080
H -0.32410 -0.59402 -0.94367
H -0.94279 1.47518 -0.06569
O -0.21319 2.08528 0.03628
*
```

Values from the calculation:
**Gap between HOMO and LUMO**: 3.61 eV
**LUMO**: -4.299 eV
**Calculated total energy**: -497.4711 Eh
**Maximum force**: 1.46 eV/A
**ΔE to the lowest compared entry with this formula, charge and spin**: 6.978 eV

# 3
ORCA calculation (wB97M-V/def2-TZVPD) on a molecular structure, C10H7F9O4PPd.

```
! RIJCOSX wB97M-V def2-TZVPD def2/J DEFGRID3
* xyz 2 6
Pd -1.32548 1.12541 -0.79663
C -1.72807 -2.45866 2.37592
C -0.97409 -1.27666 1.78252
O -1.59520 -0.61238 0.96209
C 0.38184 -0.92206 2.16756
C 1.09954 -1.65178 3.08328
C 2.39751 -1.23917 3.46116
C 2.96269 -0.07718 2.92663
C 2.27248 0.68095 2.01632
C 0.94443 0.28586 1.57362
O 0.35438 0.97704 0.72788
H -2.70777 -2.54444 1.91720
H -1.81899 -2.26539 3.44711
H -1.12939 -3.35202 2.18956
H 0.68613 -2.54914 3.52657
H 2.94828 -1.83576 4.17663
H 3.95426 0.22877 3.23415
H 2.68214 1.58534 1.58641
F -2.78690 2.32547 -0.69995
P -0.31825 3.85694 -2.90743
F -0.42967 4.30607 -1.44214
F -0.45779 5.28316 -3.46867
F -0.15520 2.25201 -2.25919
F -1.55339 3.32021 -3.62302
F 1.06297 3.61969 -3.50452
F -1.65477 -2.38032 -4.00298
C -0.54245 -1.74014 -3.69103
F -0.09399 -1.06064 -4.73447
F 0.37699 -2.59374 -3.27498
C -0.84613 -0.72982 -2.55627
O -1.87192 0.01072 -2.64618
O -0.13420 -0.56836 -1.54715
*
```

Values from the calculation:
**Gap between HOMO and LUMO (spin up / spin down)**: 8.70 / 6.25 eV
**LUMO (spin up / spin down)**: -8.807 / -12.176 eV
**Calculated total energy**: -2053.5545 Eh
**Maximum force**: 0.43 eV/A
**<S²>**: 8.807
**ΔE to the lowest compared entry with this formula, charge and spin**: 0.085 eV

# 4
ORCA calculation (wB97M-V/def2-TZVPD) on a molecular structure, C5H8N2.

```
! RIJCOSX wB97M-V def2-TZVPD def2/J DEFGRID3
* xyz 0 1
C -1.31556 0.12341 -0.58467
C -0.32480 -1.01949 -0.14661
C -0.47796 0.86525 0.52996
C 0.96268 0.91122 -0.05129
C 1.08937 -0.30862 -0.72324
H -2.36160 0.24656 -0.36499
H -1.41843 0.71340 -1.46699
H -0.29435 -2.15038 -0.48204
H -0.98035 -0.91286 1.59777
H -0.95325 1.86830 0.99923
H 1.31791 1.79258 -0.38192
H 1.36877 -0.65352 1.10222
H 1.57171 -0.89900 -1.64027
N -0.16939 -0.52438 1.24574
N 1.98526 -0.05248 0.36709
*
```

Values from the calculation:
**Gap between HOMO and LUMO**: 10.15 eV
**LUMO**: 0.970 eV
**Calculated total energy**: -304.6239 Eh
**Maximum force**: 6.10 eV/A
**ΔE to the lowest compared entry with this formula, charge and spin**: 5.758 eV

# 5
ORCA calculation (wB97M-V/def2-TZVPD) on a molecular structure, C12H11IrN4S3.

```
! RIJCOSX wB97M-V def2-TZVPD def2/J DEFGRID3
* xyz 1 2
Ir 0.57656 -0.36212 0.35265
C 1.20184 0.62732 2.11733
C 2.38300 -0.03698 1.60165
C 2.66497 0.50145 0.33752
C 1.68015 1.51706 0.05503
C 0.81424 1.63936 1.16628
H 0.73107 0.42772 3.06582
H 2.89116 -0.85283 2.09015
H 3.45297 0.19366 -0.33006
H 1.61908 2.09702 -0.85146
H -0.01239 2.32238 1.26214
N -4.20264 2.92910 0.58492
C -3.85706 1.66703 0.29020
N -2.62683 1.27391 0.17514
C -2.56972 -0.07358 -0.18269
C -3.87173 -0.71439 -0.41677
S -5.13239 0.47436 0.03743
C -1.20162 -2.24759 0.10700
C -1.87673 -3.41511 0.05510
S -0.77362 -4.74887 0.17992
C 0.57211 -3.65061 0.29906
N 0.19176 -2.40959 0.26839
N 1.84192 -4.06698 0.42238
H -3.47878 3.61539 0.70512
H -5.16241 3.21356 0.64462
H -4.09702 -1.68393 0.01676
H -2.92864 -3.60160 -0.07691
H 2.07694 -5.04091 0.35871
H 2.58449 -3.39374 0.34633
S -3.03228 -0.55247 -1.98951
C -1.35269 -0.81503 0.08904
*
```

Values from the calculation:
**Gap between HOMO and LUMO (spin up / spin down)**: 6.40 / 6.62 eV
**LUMO (spin up / spin down)**: -3.931 / -4.819 eV
**Calculated total energy**: -1981.5243 Eh
**Maximum force**: 1.10 eV/A
**<S²>**: 0.789
**ΔE to the lowest compared entry with this formula, charge and spin**: 0.000 eV